The following is a quantum chemistry calculation of a 6-piece molecular cluster, C36H70FNO21PSi overall, from the Open Molecules 2025 dataset.

Geometry (Å):
C1 2.02308 0.68950 3.95180
C2 1.10678 1.06563 2.93263
C3 0.85909 0.30568 1.55052
Si1 2.39668 0.85232 0.50284
C4 2.94404 2.56329 1.25051
C5 2.00327 1.19852 -1.33985
C6 3.92312 -0.29989 0.71064
O1 -0.31076 0.68068 0.75618
P1 -1.67944 -0.37735 1.09034
C7 -3.22421 -1.47178 1.40384
C8 -2.98509 -2.74766 2.33941
C9 -2.39314 0.83942 2.40994
C10 -3.47200 1.79993 1.70075
O2 -3.13271 2.82695 1.05139
C11 -1.46401 -1.47919 -0.48948
O3 -1.31040 -2.73673 -0.46070
N1 -1.43452 -0.89104 -1.86955
C12 -0.93098 -1.85945 -2.83286
O4 -1.66928 -2.52366 -3.59425
F1 0.48466 -2.09761 -2.92326
O5 -0.75805 -1.36129 2.16351
C13 0.67960 -1.25035 1.91792
O6 1.26441 -2.11917 0.93259
C14 2.20700 -3.04442 1.50309
C15 1.47076 -4.41970 1.92367
C16 2.48256 -5.65190 1.70365
H1 3.12323 0.45485 3.81711
H2 1.59372 0.55190 5.00258
H3 0.50673 2.03045 3.10963
H4 3.61667 3.11935 0.50362
H5 3.48286 2.40954 2.25117
H6 2.00431 3.21275 1.39345
H7 2.58628 0.48807 -2.01335
H8 2.33785 2.26869 -1.59984
H9 0.89383 1.14474 -1.57181
H10 3.93936 -0.77431 1.75575
H11 4.84443 0.38486 0.61258
H12 4.01115 -1.09133 -0.10040
H13 -2.35805 0.51186 0.14861
H14 -3.60356 -1.82159 0.37406
H15 -4.10631 -0.89938 1.87247
H16 -2.76183 -2.47634 3.43301
H17 -2.24584 -3.50556 1.91611
H18 -3.99632 -3.30543 2.38436
H19 -1.60718 1.56654 2.83314
H20 -2.84448 0.31222 3.31305
H21 -4.57762 1.49651 1.76319
H22 -0.86275 -0.03496 -1.86471
H23 1.07637 -1.62374 2.92933
H24 2.91823 -3.33855 0.64676
H25 2.86883 -2.61486 2.32169
H26 0.62296 -4.56535 1.16722
H27 1.12425 -4.43564 3.00490
H28 3.20388 -5.46365 0.82998
H29 3.16417 -5.81558 2.61749
H30 1.89577 -6.61357 1.51826
C17 0.53848 -5.87104 -5.99130
C18 1.12735 -4.51130 -5.66855
O7 2.52860 -4.61636 -5.37485
C19 3.33238 -4.77116 -6.43354
O8 2.98799 -4.82078 -7.58982
O9 4.59418 -4.88921 -5.98584
C20 5.54641 -5.16198 -7.00969
H31 0.75056 -6.58184 -5.18847
H32 -0.54252 -5.80015 -6.12758
H33 0.97178 -6.28475 -6.90466
H34 0.64889 -4.10701 -4.77391
H35 0.95421 -3.79183 -6.47318
H36 5.48735 -4.42606 -7.81417
H37 5.39474 -6.17080 -7.40043
H38 6.54033 -5.10799 -6.56463
C21 -1.82616 -1.65723 -11.36534
C22 -2.98030 -2.38568 -10.70329
O10 -2.63245 -2.81444 -9.38271
C23 -2.63365 -1.85434 -8.44293
O11 -2.90560 -0.69083 -8.61716
O12 -2.25470 -2.40702 -7.28315
C24 -2.11311 -1.47234 -6.20931
H39 -0.92283 -2.27214 -11.34735
H40 -2.06853 -1.41138 -12.40170
H41 -1.58968 -0.72948 -10.84053
H42 -3.21323 -3.28844 -11.27289
H43 -3.88633 -1.77401 -10.68350
H44 -3.02022 -0.87898 -6.07633
H45 -1.25308 -0.82299 -6.39294
H46 -1.93187 -2.03864 -5.29100
C25 3.08345 8.87675 3.30779
C26 2.72926 7.55160 3.95534
O13 3.59238 6.50397 3.49711
C27 4.82168 6.49159 4.02964
O14 5.25076 7.26693 4.85012
O15 5.50628 5.48150 3.47180
C28 6.87137 5.41529 3.87548
H47 3.08904 8.78287 2.21901
H48 2.36719 9.64976 3.59436
H49 4.08087 9.20873 3.60345
H50 1.71472 7.26757 3.66741
H51 2.74852 7.61675 5.04647
H52 6.96390 5.39178 4.96316
H53 7.42390 6.26170 3.46118
H54 7.29423 4.49455 3.47307
C29 -4.93990 5.23018 -1.47182
C30 -3.92114 5.56830 -0.40061
O16 -3.72912 6.98948 -0.29854
C31 -4.69519 7.66080 0.33872
O17 -5.68904 7.18524 0.83159
O18 -4.38151 8.96849 0.31352
C32 -5.38332 9.81247 0.87325
H55 -4.66156 5.68707 -2.42541
H56 -5.01502 4.14909 -1.60371
H57 -5.92982 5.61276 -1.21325
H58 -2.95448 5.14094 -0.67329
H59 -4.19746 5.14590 0.56756
H60 -5.65040 9.49666 1.88379
H61 -6.26516 9.82222 0.22856
H62 -4.97870 10.82382 0.92315
C33 -2.13642 -5.91459 8.73858
C34 -1.45370 -4.68935 9.31618
O19 -0.55741 -4.10065 8.36762
C35 -1.13751 -3.38046 7.39335
O20 -2.32153 -3.18821 7.26186
O21 -0.17437 -2.93362 6.57634
C36 -0.66327 -2.23212 5.43016
H63 -1.39626 -6.62537 8.36251
H64 -2.75010 -6.40747 9.49593
H65 -2.77956 -5.65023 7.89685
H66 -0.84779 -4.98397 10.17629
H67 -2.17892 -3.95165 9.67003
H68 -1.33458 -1.42002 5.71671
H69 -1.16683 -2.92696 4.75631
H70 0.19215 -1.80310 4.90846

## Properties
E_HOMO = -5.43 eV
Total charge = -1

Atom charges from the Mulliken analysis, given in e for atoms 1 to 8: -1.159, -0.404, 1.516, 0.553, -1.144, -0.931, -0.933, -0.501